{"formula": "C6H14NO", "method": "ωB97M-V with the def2-TZVPD basis set", "elements": ["C", "N", "C", "O", "H", "H", "H", "H", "H", "H", "C", "C", "C", "C", "H", "H", "H", "H", "H", "H", "H", "H"], "positions_angstrom": [[-1.000, -0.383, 3.525], [-1.945, 0.404, 2.763], [-1.203, 1.181, 1.689], [-0.359, 0.482, 0.941], [-0.384, -1.056, 2.922], [-1.487, -0.961, 4.329], [-0.298, 0.309, 4.010], [-2.595, -0.193, 2.262], [-0.698, 1.998, 2.261], [-2.040, 1.717, 1.172], [2.139, 0.988, -3.065], [1.264, 0.329, -2.044], [0.749, -0.890, -2.227], [-0.136, -1.621, -1.265], [2.387, 0.321, -3.891], [1.629, 1.869, -3.485], [3.048, 1.409, -2.619], [0.994, 0.841, -1.123], [1.064, -1.367, -3.159], [-0.526, -0.883, -0.530], [-1.011, -2.088, -1.742], [0.408, -2.406, -0.724]], "forces_ev_per_angstrom": [[0.12, -0.16, 0.37], [-0.10, 0.40, 0.02], [0.38, 0.03, 0.01], [-0.54, 0.24, 0.17], [-0.02, -0.07, -0.15], [-0.03, 0.12, -0.20], [-0.08, -0.03, -0.01], [0.19, -0.27, 0.02], [0.05, 0.09, 0.30], [-0.05, -0.16, -0.27], [-0.27, 0.48, 0.39], [-0.29, -0.66, -0.19], [0.40, 0.09, -0.33], [-0.43, 0.56, 0.33], [0.15, 0.00, -0.07], [0.11, -0.01, -0.06], [0.11, -0.07, -0.12], [0.04, 0.13, -0.02], [-0.22, -0.23, 0.15], [0.32, -0.48, -0.08], [0.22, -0.04, -0.17], [-0.06, 0.03, -0.05]], "mulliken_charge": [-0.7328, -0.5574, -0.8189, -0.8040, 0.2410, 0.2956, 0.2436, 0.2744, 0.3025, 0.3329, -4.3995, 2.5041, -1.9322, -0.7217, 1.1605, 0.5943, 0.7115, 0.1748, 0.4765, 0.0885, 0.3138, 0.2525], "s_squared": 0.751, "mol_weight_g_mol": 116.18, "de_lowest_kcal_mol": 17.10, "total_charge": -2, "e_tot_ev": -9981.63893, "e_lumo_ev": [6.10, 6.03], "e_homo_ev": [4.06, -0.57], "multiplicity": 2}